This record from the OMol25 dataset describes a 10-piece molecular cluster, C40H80O10 overall in a non-equilibrium geometry. The level of theory is ωB97M-V/def2-TZVPD.

Each atom is followed by the atoms it is bonded to, with distances in Å.
Atoms and positions in Å:
1 C -3.600 3.880 -3.682  C2 1.503, C5 1.522, H6 1.090, H7 1.090
2 C -3.599 2.763 -2.676  C1 1.503, C3 1.544, H8 1.090, H9 1.090
3 C -4.785 3.038 -1.726  C2 1.544, O4 1.427, H10 1.090, H11 1.090
4 O -5.108 4.403 -1.989  C3 1.427, C5 1.400
5 C -4.772 4.772 -3.298  C1 1.522, O4 1.400, H12 1.090, H13 1.090
6 H -3.645 3.478 -4.694  C1 1.090
7 H -2.711 4.511 -3.680  C1 1.090
8 H -2.748 2.804 -1.997  C2 1.090
9 H -3.803 1.802 -3.148  C2 1.090
10 H -4.613 2.782 -0.681  C3 1.090
11 H -5.560 2.295 -1.913  C3 1.090
12 H -4.512 5.828 -3.367  C5 1.090
13 H -5.627 4.632 -3.959  C5 1.090
14 C -0.645 -5.969 0.121  C15 1.491, C18 1.529, H19 1.090, H20 1.090
15 C -0.576 -4.681 0.869  C14 1.491, C16 1.560, H21 1.090, H22 1.090
16 C -2.080 -4.270 0.903  C15 1.560, O17 1.412, H23 1.090, H24 1.090
17 O -2.621 -4.859 -0.261  C16 1.412, C18 1.415
18 C -1.662 -5.622 -0.966  C14 1.529, O17 1.415, H25 1.090, H26 1.090
19 H -1.009 -6.790 0.740  C14 1.090
20 H 0.274 -6.246 -0.395  C14 1.090
21 H 0.098 -3.961 0.405  C15 1.090
22 H -0.236 -4.759 1.901  C15 1.090
23 H -2.076 -3.187 0.782  C16 1.090
24 H -2.644 -4.555 1.791  C16 1.090
25 H -1.110 -5.043 -1.707  C18 1.090
26 H -2.060 -6.527 -1.425  C18 1.090
27 C 0.679 -1.064 -0.497  C28 1.551, C31 1.512, H32 1.090, H33 1.090
28 C -0.349 -1.198 -1.650  C27 1.551, C29 1.504, H34 1.090, H35 1.090
29 C -1.287 -0.070 -1.320  C28 1.504, O30 1.455, H36 1.090, H37 1.090
30 O -1.382 -0.103 0.131  C29 1.455, C31 1.442
31 C -0.112 -0.521 0.672  C27 1.512, O30 1.442, H38 1.090, H39 1.090
32 H 1.457 -0.317 -0.654  C27 1.090
33 H 1.132 -2.046 -0.362  C27 1.090
34 H -0.892 -2.143 -1.670  C28 1.090
35 H 0.038 -1.149 -2.668  C28 1.090
36 H -2.239 -0.102 -1.851  C29 1.090
37 H -0.864 0.907 -1.550  C29 1.090
38 H -0.221 -1.317 1.409  C31 1.090
39 H 0.386 0.334 1.130  C31 1.090
40 C 5.609 -1.767 -1.529  C41 1.524, C44 1.540, H45 1.090, H46 1.090
41 C 4.226 -1.253 -1.148  C40 1.524, C42 1.536, H47 1.090, H48 1.090
42 C 4.545 0.006 -0.330  C41 1.536, O43 1.408, H49 1.090, H50 1.090
43 O 5.911 0.257 -0.563  C42 1.408, C44 1.425
44 C 6.429 -0.472 -1.673  C40 1.540, O43 1.425, H51 1.090, H52 1.090
45 H 5.697 -2.329 -2.459  C40 1.090
46 H 6.098 -2.381 -0.772  C40 1.090
47 H 3.628 -1.949 -0.559  C41 1.090
48 H 3.730 -1.026 -2.092  C41 1.090
49 H 4.413 -0.220 0.728  C42 1.090
50 H 3.903 0.826 -0.653  C42 1.090
51 H 7.481 -0.613 -1.426  C44 1.090
52 H 6.317 0.002 -2.649  C44 1.090
53 C -1.777 5.528 1.158  C54 1.492, C57 1.541, H58 1.090, H59 1.090
54 C -2.265 4.137 0.933  C53 1.492, C55 1.525, H60 1.090, H61 1.090
55 C -1.240 3.302 1.693  C54 1.525, O56 1.416, H62 1.090, H63 1.090
56 O -0.923 4.076 2.835  C55 1.416, C57 1.434
57 C -1.194 5.462 2.583  C53 1.541, O56 1.434, H64 1.090, H65 1.090
58 H -2.633 6.201 1.103  C53 1.090
59 H -0.950 5.779 0.494  C53 1.090
60 H -2.398 3.951 -0.132  C54 1.090
61 H -3.210 3.922 1.432  C54 1.090
62 H -0.365 3.062 1.088  C55 1.090
63 H -1.642 2.320 1.945  C55 1.090
64 H -0.250 6.006 2.595  C57 1.090
65 H -1.834 5.874 3.363  C57 1.090
66 C 3.749 3.638 3.891  C67 1.533, C70 1.466, H71 1.090, H72 1.090
67 C 2.553 3.156 3.062  C66 1.533, C68 1.518, H73 1.090, H74 1.090
68 C 2.862 1.710 2.721  C67 1.518, O69 1.433, H75 1.090, H76 1.090
69 O 3.992 1.420 3.552  C68 1.433, C70 1.394
70 C 4.186 2.394 4.530  C66 1.466, O69 1.394, H77 1.090, H78 1.090
71 H 3.408 4.315 4.673  C66 1.090
72 H 4.521 4.094 3.270  C66 1.090
73 H 2.284 3.752 2.190  C67 1.090
74 H 1.625 3.208 3.631  C67 1.090
75 H 3.127 1.642 1.666  C68 1.090
76 H 2.010 1.051 2.895  C68 1.090
77 H 5.237 2.392 4.821  C70 1.090
78 H 3.610 2.002 5.368  C70 1.090
79 C -4.407 -2.682 -2.566  C80 1.496, C83 1.526, H84 1.090, H85 1.090
80 C -4.448 -1.954 -1.259  C79 1.496, C81 1.537, H86 1.090, H87 1.090
81 C -5.056 -0.600 -1.657  C80 1.537, O82 1.429, H88 1.090, H89 1.090
82 O -4.773 -0.392 -3.042  C81 1.429, C83 1.423
83 C -4.010 -1.516 -3.467  C79 1.526, O82 1.423, H90 1.090, H91 1.090
84 H -5.375 -3.119 -2.809  C79 1.090
85 H -3.675 -3.487 -2.633  C79 1.090
86 H -3.413 -1.779 -0.964  C80 1.090
87 H -5.024 -2.369 -0.432  C80 1.090
88 H -4.586 0.122 -0.989  C81 1.090
89 H -6.124 -0.585 -1.436  C81 1.090
90 H -2.959 -1.235 -3.409  C83 1.090
91 H -4.168 -1.640 -4.538  C83 1.090
92 C 3.179 -4.296 1.477  C93 1.474, C96 1.512, H97 1.090, H98 1.090
93 C 4.580 -4.378 1.925  C92 1.474, C94 1.479, H99 1.090, H100 1.090
94 C 4.903 -2.943 2.080  C93 1.479, O95 1.395, H101 1.090, H102 1.090
95 O 3.687 -2.298 2.305  C94 1.395, C96 1.404
96 C 2.623 -3.211 2.372  C92 1.512, O95 1.404, H103 1.090, H104 1.090
97 H 2.699 -5.271 1.560  C92 1.090
98 H 2.997 -4.031 0.435  C92 1.090
99 H 5.211 -4.780 1.132  C93 1.090
100 H 4.668 -4.929 2.861  C93 1.090
101 H 5.480 -2.541 1.247  C94 1.090
102 H 5.604 -2.880 2.913  C94 1.090
103 H 1.748 -2.734 1.931  C96 1.090
104 H 2.379 -3.522 3.387  C96 1.090
105 C 0.527 0.207 6.565  C106 1.521, C109 1.539, H110 1.090, H111 1.090
106 C -0.117 1.073 5.492  C105 1.521, C107 1.563, H112 1.090, H113 1.090
107 C -0.797 0.121 4.456  C106 1.563, O108 1.403, H114 1.090, H115 1.090
108 O -0.631 -1.161 5.002  C107 1.403, C109 1.443
109 C 0.507 -1.175 5.888  C105 1.539, O108 1.443, H116 1.090, H117 1.090
110 H -0.096 0.288 7.457  C105 1.090
111 H 1.507 0.560 6.883  C105 1.090
112 H 0.569 1.777 5.020  C106 1.090
113 H -0.895 1.689 5.942  C106 1.090
114 H -0.374 0.288 3.466  C107 1.090
115 H -1.869 0.316 4.422  C107 1.090
116 H 1.450 -1.384 5.381  C109 1.090
117 H 0.400 -1.974 6.621  C109 1.090
118 C -0.543 1.168 -7.074  C119 1.527, C122 1.434, H123 1.090, H124 1.090
119 C -0.027 1.946 -5.866  C118 1.527, C120 1.494, H125 1.090, H126 1.090
120 C -0.503 1.154 -4.692  C119 1.494, O121 1.419, H127 1.090, H128 1.090
121 O -0.597 -0.170 -5.194  C120 1.419, C122 1.403
122 C -1.033 -0.063 -6.524  C118 1.434, O121 1.403, H129 1.090, H130 1.090
123 H 0.282 1.037 -7.775  C118 1.090
124 H -1.379 1.633 -7.595  C118 1.090
125 H -0.366 2.982 -5.859  C119 1.090
126 H 1.063 1.921 -5.869  C119 1.090
127 H -1.463 1.477 -4.289  C120 1.090
128 H 0.244 1.136 -3.899  C120 1.090
129 H -2.123 -0.059 -6.550  C122 1.090
130 H -0.862 -0.947 -7.138  C122 1.090

F_max	3.26	eV/A
E_HOMO (spin up / spin down)	0.7552 / -7.2246	eV
energy relative to the best compared isomer or geometry (same formula, charge and spin)	0.00	kcal/mol
frontier orbital gap (spin up / spin down)	1.66 / 9.57	eV
2S+1	2
net charge	-1
lowest unoccupied orbital energy (spin up / spin down)	2.4 / 2.3	eV
E	-2324.21566	Ha